DFT (ωB97M-V/def2-TZVPD) results for a 2-piece molecular cluster, C8H16N2O4 overall in a non-equilibrium geometry.

E_tot in eV: -19716.614
Charge: 0
Multiplicity: 3
<S²>: 2.011
Relative energy (zero: lowest compared OMol25 entry of this formula, charge and spin) in kcal/mol: 83.3
HOMO level (alpha / beta) in eV: -7.3 / -9.4
E_LUMO (alpha / beta) in eV: -0.3537 / -4.5851

Last column: natural (NBO) charge in e.
CARTESIAN COORDINATES (ANGSTROEM)
C 0.1386 0.5542 1.5318  -0.400
C 0.9891 -0.7454 1.4127  -0.405
C 0.3437 1.1739 0.1323  0.088
C 0.8072 -1.1976 -0.0429  0.084
C -0.9049 1.9853 -0.3313  -0.583
C 1.5760 2.0814 -0.0122  -0.608
C -0.3454 -2.1271 -0.1816  -0.629
C 2.0218 -1.8560 -0.8239  -0.595
N 0.5238 0.0637 -0.7283  0.064
N -3.6754 -0.0365 -0.4122  0.689
O -4.8438 -0.3824 -0.6588  -0.270
O -3.4526 1.1001 0.0656  -0.163
O 0.4132 0.1888 -1.9286  -0.419
O -2.7326 -0.7871 -0.6514  -0.325
H -0.8863 0.3369 1.5367  0.208
H 0.4823 1.2538 2.2474  0.222
H 2.0316 -0.5614 1.6014  0.209
H 0.6895 -1.4385 2.1581  0.220
H -1.8022 1.4049 -0.1297  0.219
H -0.9936 2.1927 -1.4510  0.242
H -0.8419 3.0130 0.1418  0.212
H 1.8173 2.4463 -1.0030  0.233
H 2.5103 1.4450 0.3194  0.199
H 1.5230 2.9137 0.6520  0.207
H -1.0418 -1.9669 0.6309  0.202
H -0.1151 -3.1466 -0.1598  0.212
H -1.0760 -2.0075 -1.0426  0.245
H 1.5658 -2.2934 -1.6751  0.227
H 2.4922 -2.5516 -0.1749  0.205
H 2.7862 -1.0555 -1.0227  0.212